Entry from the OMol25 dataset: a cluster of 14 separate species, C26H56B2Br26IO4P in total (wB97M-V/def2-TZVPD).

Atoms and positions in Å:
1 O 0.3092 -5.4582 -3.9159
2 B 0.0529 -4.3032 -4.8024
3 O 1.0267 -3.1727 -4.7379
4 B -1.1714 -4.1711 -5.8961
5 I -0.7565 -4.9827 -7.9290
6 P -2.8965 -3.4005 -5.6252
7 O -2.8977 -2.0840 -4.4895
8 O -4.1385 -4.5783 -5.3129
9 H -0.5757 -5.9379 -3.7491
10 H 0.6193 -2.4422 -4.1708
11 H -2.0725 -2.0565 -3.9220
12 H -4.3427 -4.6819 -4.3374
13 Br -0.1111 2.8551 -3.0271
14 C -1.3781 1.4680 -2.5017
15 C -0.7892 0.5608 -1.4460
16 Br 0.4782 -0.6997 -2.2261
17 H -1.6715 0.9414 -3.4132
18 H -2.2430 2.0094 -2.1055
19 H -1.5684 -0.0611 -0.9954
20 H -0.2587 1.1003 -0.6567
21 Br -6.4316 -2.0569 -3.2408
22 C -7.8250 -3.1962 -3.9933
23 C -8.1671 -4.3325 -3.0573
24 Br -6.8048 -5.7271 -3.1133
25 H -7.4708 -3.5302 -4.9716
26 H -8.6876 -2.5364 -4.1295
27 H -9.0917 -4.8250 -3.3725
28 H -8.2633 -4.0214 -2.0136
29 Br 5.1320 0.9669 -6.7048
30 C 4.0452 1.5660 -5.1996
31 C 3.2209 0.4321 -4.6347
32 Br 1.6824 0.0451 -5.7691
33 H 3.4436 2.4063 -5.5545
34 H 4.7638 1.9269 -4.4571
35 H 2.7969 0.7108 -3.6654
36 H 3.7813 -0.5005 -4.5271
37 Br 1.2320 0.2336 1.3952
38 C 0.1452 0.8327 2.9004
39 C -0.6791 -0.3012 3.4653
40 Br -2.2176 -0.6882 2.3309
41 H -0.4564 1.6730 2.5455
42 H 0.8638 1.1936 3.6429
43 H -1.1031 -0.0225 4.4346
44 H -0.1187 -1.2338 3.5729
45 Br 1.6576 0.5482 6.1343
46 C 3.0125 1.7226 6.9029
47 C 2.5427 3.1590 6.9242
48 Br 2.6535 3.9639 5.1512
49 H 3.9288 1.5732 6.3266
50 H 3.1643 1.3518 7.9215
51 H 3.1972 3.7681 7.5548
52 H 1.5095 3.2730 7.2631
53 Br 0.4372 -8.5666 -6.3434
54 C 2.2317 -9.0313 -6.9513
55 C 2.8654 -7.8880 -7.7099
56 Br 2.1402 -7.7515 -9.5153
57 H 2.1423 -9.9474 -7.5402
58 H 2.7941 -9.2455 -6.0370
59 H 3.9366 -8.0637 -7.8460
60 H 2.7186 -6.9155 -7.2322
61 Br 0.0539 6.9961 6.5305
62 C -0.5869 6.1357 4.9011
63 C -1.8984 5.4229 5.1385
64 Br -1.6253 3.7393 6.0842
65 H 0.2108 5.4744 4.5541
66 H -0.7161 6.9507 4.1821
67 H -2.3616 5.1434 4.1875
68 H -2.6104 6.0081 5.7267
69 Br -1.1461 7.3843 0.5834
70 C -1.7869 6.5239 -1.0459
71 C -3.0984 5.8112 -0.8086
72 Br -2.8253 4.1275 0.1371
73 H -0.9892 5.8626 -1.3930
74 H -1.9161 7.3390 -1.7650
75 H -3.5616 5.5316 -1.7595
76 H -3.8104 6.3963 -0.2203
77 Br -5.0761 -7.3370 0.7562
78 C -6.5513 -6.5875 1.7895
79 C -7.4816 -5.7835 0.9107
80 Br -6.7165 -4.0418 0.4808
81 H -6.1090 -6.0054 2.6017
82 H -7.0716 -7.4536 2.2103
83 H -8.4139 -5.5623 1.4388
84 H -7.7139 -6.2736 -0.0386
85 Br 3.7372 -5.3424 -5.5493
86 C 5.5317 -5.8071 -6.1571
87 C 6.1654 -4.6638 -6.9158
88 Br 5.4402 -4.5273 -8.7211
89 H 5.4423 -6.7232 -6.7460
90 H 6.0941 -6.0213 -5.2429
91 H 7.2366 -4.8396 -7.0519
92 H 6.0186 -3.6914 -6.4380
93 Br 4.1943 1.5475 10.7219
94 C 5.2432 -0.0260 11.2011
95 C 5.2766 -1.0266 10.0688
96 Br 3.5979 -2.0123 9.9487
97 H 4.8150 -0.4268 12.1231
98 H 6.2481 0.3553 11.4078
99 H 6.0411 -1.7877 10.2507
100 H 5.4497 -0.5699 9.0906
101 Br -1.8806 9.5200 -4.8487
102 C -3.2740 8.3807 -5.6012
103 C -3.6161 7.2444 -4.6652
104 Br -2.2538 5.8498 -4.7212
105 H -2.9198 8.0467 -6.5795
106 H -4.1366 9.0405 -5.7375
107 H -4.5407 6.7519 -4.9804
108 H -3.7123 7.5555 -3.6215
109 Br 3.4372 5.5471 12.0480
110 C 5.2317 5.0825 11.4401
111 C 5.8654 6.2258 10.6814
112 Br 5.1402 6.3623 8.8761
113 H 5.1423 4.1664 10.8512
114 H 5.7941 4.8683 12.3544
115 H 6.9366 6.0500 10.5454
116 H 5.7186 7.1982 11.1592

E_HOMO	-7.7	eV
DFT total energy	-1875910.542	eV
net charge	0


Entry from the OMol25 dataset: a structure of composition C26H56F3NO23P2SSi2 (wB97M-V/def2-TZVPD).

Atoms and positions in Å:
1 N -6.6182 -0.0404 1.9991
2 P -7.0469 -1.6636 1.6063
3 O -8.5269 -1.8572 2.3212
4 Si -5.6789 -3.0393 2.7108
5 F -6.5648 -4.2875 3.1104
6 C -4.8497 -2.3816 4.2712
7 C -4.3667 -3.3966 5.2713
8 O -3.5952 -3.1264 6.1481
9 F -4.8444 -4.6416 5.1915
10 O -4.4543 -3.4325 1.6526
11 Si -4.2980 -5.0504 1.3389
12 F -5.5493 -5.5772 0.5290
13 P -2.4699 -5.5112 0.1572
14 O -2.5803 -7.0571 -0.3188
15 O -2.4190 -4.6318 -1.1754
16 S -0.8552 -5.3153 1.1750
17 H -7.0030 0.5272 1.2596
18 H -5.6101 0.0175 1.9198
19 H -8.8179 -2.7601 2.1789
20 H -5.4635 -1.6744 4.8114
21 H -3.9579 -1.8396 3.9878
22 H -4.2342 -5.8082 2.5866
23 H -3.3510 -7.0997 -0.9016
24 H -1.6636 -4.9054 -1.7127
25 C -1.9966 0.0330 7.8175
26 C -1.3784 -0.7503 6.6797
27 O -0.9582 0.1210 5.6129
28 C 0.1920 0.7570 5.8119
29 O 0.9018 0.6606 6.7739
30 O 0.4143 1.5381 4.7541
31 C 1.5854 2.3521 4.8612
32 H -2.8009 0.6718 7.4485
33 H -2.3984 -0.6438 8.5706
34 H -1.2607 0.6803 8.2936
35 H -2.1187 -1.4177 6.2507
36 H -0.5453 -1.3623 7.0219
37 H 2.4592 1.7514 5.1027
38 H 1.4380 3.1256 5.6127
39 H 1.7304 2.8225 3.8932
40 C 0.7423 -6.8337 -6.3086
41 C 1.7660 -7.0229 -5.2096
42 O 2.5102 -5.8193 -4.9712
43 C 1.8890 -4.8989 -4.2430
44 O 0.7901 -4.9924 -3.7672
45 O 2.6915 -3.8405 -4.1440
46 C 2.1062 -2.7327 -3.4510
47 H 1.2185 -6.4457 -7.2101
48 H 0.2561 -7.7797 -6.5444
49 H -0.0239 -6.1187 -6.0102
50 H 2.4986 -7.7692 -5.5086
51 H 1.3034 -7.3697 -4.2865
52 H 1.7185 -3.0331 -2.4808
53 H 1.3147 -2.2913 -4.0560
54 H 2.8807 -1.9875 -3.2983
55 C -1.2177 7.7802 1.5561
56 C -1.5456 7.8457 3.0317
57 O -2.4129 6.7715 3.4226
58 C -1.8221 5.5942 3.5971
59 O -0.6477 5.3611 3.4773
60 O -2.7577 4.7067 3.9162
61 C -2.2652 3.3706 4.0559
62 H -2.1302 7.7373 0.9607
63 H -0.6390 8.6518 1.2510
64 H -0.6394 6.8881 1.3240
65 H -2.0880 8.7625 3.2527
66 H -0.6439 7.8451 3.6429
67 H -1.4245 3.3301 4.7408
68 H -1.9776 2.9740 3.0837
69 H -3.0751 2.7684 4.4571
70 C 3.1907 -0.3599 3.1103
71 C 4.4801 -0.1616 2.3416
72 O 5.0197 -1.4109 1.8867
73 C 4.4426 -1.9177 0.8030
74 O 3.5448 -1.4199 0.1783
75 O 5.0266 -3.0819 0.5281
76 C 4.4429 -3.7684 -0.5792
77 H 3.3355 -1.0762 3.9196
78 H 2.8484 0.5857 3.5312
79 H 2.4065 -0.7524 2.4643
80 H 5.2387 0.2685 2.9924
81 H 4.3449 0.5188 1.5018
82 H 4.3897 -3.1257 -1.4545
83 H 3.4498 -4.1288 -0.3130
84 H 5.0769 -4.6202 -0.8050
85 C 1.1679 2.0433 -9.0858
86 C 0.7802 1.8248 -7.6391
87 O 0.1567 0.5470 -7.4486
88 C 0.9886 -0.4881 -7.3901
89 O 2.1860 -0.4413 -7.4611
90 O 0.2602 -1.5930 -7.2431
91 C 1.0247 -2.7999 -7.2354
92 H 0.3069 1.8922 -9.7378
93 H 1.5486 3.0541 -9.2301
94 H 1.9384 1.3383 -9.3944
95 H 0.0401 2.5628 -7.3369
96 H 1.6372 1.9291 -6.9750
97 H 1.8287 -2.7548 -6.5039
98 H 1.4255 -2.9955 -8.2286
99 H 0.3549 -3.6123 -6.9659
100 C 1.5611 5.0925 0.3668
101 C 2.9354 5.7231 0.4116
102 O 3.7201 5.3658 -0.7357
103 C 3.4412 6.0387 -1.8465
104 O 2.6240 6.9110 -1.9628
105 O 4.2247 5.5728 -2.8173
106 C 3.9845 6.1614 -4.0963
107 H 1.6393 4.0131 0.2290
108 H 1.0164 5.2929 1.2903
109 H 0.9776 5.4810 -0.4677
110 H 3.4851 5.3528 1.2745
111 H 2.8748 6.8067 0.5050
112 H 4.0215 7.2466 -4.0424
113 H 3.0208 5.8358 -4.4844
114 H 4.7712 5.8105 -4.7572

E_HOMO	-8.3	eV
DFT total energy	-129783.767	eV
net charge	0